[1]
# C39H64N3O45S10

11 unconnected molecules or ions with the total composition C39H64N3O45S10 (the ωB97M-V functional and the def2-TZVPD basis, the Open Molecules 2025 dataset).

```
! wB97M-V def2-TZVPD RIJCOSX def2/J DEFGRID3
* xyz 1 1
H -0.95817 -9.93622 3.59156
O 1.47847 9.45821 -5.51442
C 1.12459 -2.20898 -0.11426
S -7.26646 0.06325 6.23887
O 0.87105 -7.30792 2.70248
N 2.58455 0.75981 1.19795
H -2.54574 13.79471 -9.48037
S 7.55436 12.79332 -3.51721
H -3.29799 -10.23294 -5.56433
H 3.51149 -6.60999 2.46647
H -1.47715 -9.58030 9.43523
C 0.43899 -0.34695 -1.48110
C -2.67193 -9.79773 -4.78348
C 1.54763 3.03438 0.05471
O 8.93945 13.07120 -3.41527
O -1.24541 13.41038 -6.49962
O 2.68198 -6.00170 -3.43575
S -2.68389 12.76023 -6.25568
O -5.65805 -9.37003 -3.53318
H -0.48908 9.03658 -5.03812
C 0.23545 9.83703 -4.88690
C 3.94242 3.43242 -5.08351
S -1.29595 -9.11103 12.79383
O -3.87894 -7.87022 -4.28474
C 2.79215 1.01279 -0.11524
H -0.65489 12.72649 -8.35939
C 1.26585 2.73873 1.40397
C 1.44220 -1.17185 -0.98144
H 3.36353 -4.08568 -3.06502
H 3.56250 4.54604 -6.64393
H 0.12145 -9.44267 10.21184
O 2.43421 -7.60388 -5.30300
O -2.59755 -12.14333 5.52923
H 5.34747 11.04756 -2.75230
H -5.17232 -1.60031 7.51501
C 2.86576 -0.99352 -1.37511
H -2.21309 -11.25852 11.03755
O 1.97462 -5.30427 2.01094
S -2.07856 -10.97434 6.13142
H 6.48884 10.04195 -1.82559
C -0.19020 -2.40224 0.26932
C -1.18797 -1.56575 -0.20303
O 1.53376 8.92301 -3.18746
C -0.75568 -9.53065 4.58440
H 4.94263 0.43663 2.45802
O 7.11200 11.97480 -2.21610
O 6.61625 13.82471 -3.77641
C 2.77444 -6.45879 1.67721
H 3.76326 5.10274 -3.79912
H 2.21423 -3.45732 -5.44277
H -0.13836 10.75398 -5.33043
C 6.39831 10.79266 -2.60507
C -0.94135 -9.63095 10.37614
O 2.36419 7.27318 -4.77704
C -1.17339 -10.93589 11.10730
H -2.38908 -8.10414 4.33615
H 4.85082 2.92390 -4.76633
H -0.25278 9.89170 -2.76074
H -6.78100 0.83935 3.24318
O 0.00366 4.81638 -0.22763
C 7.05152 10.37813 -3.90509
H 1.66748 5.00422 -4.90518
O -2.53951 11.34976 -6.14299
S 2.40093 8.66703 -4.49724
H -1.63731 -8.09400 5.95166
C -2.42877 13.97776 -8.41667
O -4.09153 -8.41308 -1.88497
N 0.52834 3.57740 2.19789
H -2.57090 -7.92152 -5.88860
H -5.15077 -2.58703 6.03140
H -1.65433 0.09330 -1.45922
O 1.43111 -5.37321 -5.37199
C 3.29876 4.12068 -3.88318
H 1.89117 -2.87543 0.25864
C -2.63202 -8.28620 -4.86719
H -1.68545 -10.25044 -4.80919
H -5.41217 -1.13319 2.84008
C -1.04242 13.64004 -7.90558
S 0.70645 -5.73673 2.88487
C 3.21799 -0.43810 1.80619
H 0.17345 -8.97006 4.57294
C -7.12975 -2.32404 6.91354
H 3.26900 2.67135 -5.49038
O 0.52812 -7.06751 -3.82508
H -0.44003 -3.20287 0.95055
H 0.66421 0.45445 -2.16988
H 8.00199 9.86886 -3.73550
H -1.81410 -7.87097 -4.27788
O 1.74864 4.68465 -1.63869
H -0.02320 3.11497 2.90645
H 6.40191 9.75752 -4.51552
O 7.30649 11.62077 -4.57502
H 3.70936 -0.98926 1.01345
O 0.93037 -5.41837 4.24738
O -0.19076 -8.45668 13.39399
C 1.53895 1.27481 3.39343
H 1.86704 2.10775 4.01396
H -0.07342 4.18695 1.65593
O -3.28989 0.57623 0.87908
S -4.36088 -8.91975 -3.18254
H 0.45534 1.19417 3.51689
H 0.89917 5.96625 -3.02716
C 1.81759 1.57658 1.96336
O -0.64802 -10.61904 5.51424
C 1.94021 -4.20644 -4.70608
O 3.49741 -1.74430 -2.05232
H 2.51444 2.35324 -1.72941
O 3.64584 9.34014 -4.40298
H 0.03584 4.46716 -2.81759
H 3.27547 -6.28545 0.72951
O -5.33280 -0.79765 0.80044
O -5.11262 1.13551 -0.67944
S -4.68019 0.63731 0.57473
N 4.12708 -0.02084 2.84410
H -0.32934 14.44812 -8.03516
H -2.70952 15.00531 -8.18364
C 0.59844 9.99713 -3.42559
H 4.00729 -4.86030 -4.53795
S 1.71372 -6.68305 -4.50457
H -0.51856 -11.73436 10.77321
H -7.19274 -2.95179 7.79677
C 2.30375 2.14932 -0.69225
H 1.32246 3.36969 -4.37558
H 1.20825 -7.59217 0.68173
H 4.42053 -0.81165 3.40034
C 3.12411 -4.71995 -3.91300
O -0.87405 -10.61631 12.47666
O -3.34779 13.50657 -5.25359
O -5.90327 -0.67027 5.82164
O -1.98184 -10.85829 7.54443
O -1.45046 -8.63307 11.27669
O -3.29248 13.08738 -7.68766
C -1.92381 -8.71737 5.10227
O -0.46083 -5.29204 2.21069
H 3.51436 3.54890 -2.98340
O 4.32542 4.34473 -6.09677
O -7.84277 -1.10086 7.15398
C 1.00955 4.27552 -0.60938
C -6.07985 -0.82431 2.03410
O 3.52324 0.12781 -0.84825
H 2.43337 -1.07378 2.20910
H 1.15837 -3.81427 -4.05268
O -6.97559 1.18308 7.05150
O -3.28137 -10.04976 -3.50729
C -5.71831 -1.86250 6.60822
O -2.57840 -9.08067 13.39759
O -8.06484 0.18268 5.06788
H 2.22362 -8.56979 1.77138
C 1.79564 4.30854 -4.07748
O -5.41588 1.38800 1.76053
O -2.85834 -9.71017 5.54856
H 1.97376 0.35235 3.74096
C -0.86640 -0.54323 -1.08423
H -2.21901 -1.70423 0.08356
C -6.54175 0.60484 2.21339
H -7.39960 0.83652 1.58108
C 1.77329 -7.59468 1.61454
H -7.58436 -2.83502 6.06312
C 1.03290 4.89626 -2.89270
H -6.90063 -1.52910 1.94544
H 1.10132 10.94536 -3.23197
*
```

Output
ΔE to the lowest compared entry with this formula, charge and spin = 0.00 kJ/mol
E_LUMO = -4.18 eV
calculated total energy = -246426.628 eV

=====

[2]
# C39H65FN5O11S

3 unconnected molecules or ions with the total composition C39H65FN5O11S (the ωB97M-V functional and the def2-TZVPD basis, the Open Molecules 2025 dataset).

```
! wB97M-V def2-TZVPD RIJCOSX def2/J DEFGRID3
* xyz 1 1
C 2.35185 -5.48489 -3.13538
C -0.94944 -0.58018 11.02597
H 1.30758 4.76932 -6.29377
H 0.81613 5.03007 -8.24164
N -0.72213 -0.87085 -0.08538
C -2.67484 -2.93644 3.80858
C -2.74246 -1.65782 1.36099
N -3.28337 -0.20581 8.58040
C -4.62968 -3.48319 2.10216
H 2.10545 2.99690 2.47725
C 2.06635 -1.60018 -1.05090
H -2.27519 -3.36423 -0.78264
C -0.56160 -1.94401 -1.07041
O -2.75963 -0.80924 -4.30642
H -1.43598 -1.03507 11.89278
H -2.98598 1.13725 5.40894
H -0.69366 0.77086 2.20050
H 0.07683 -0.32596 11.29769
H 2.95570 0.05545 -2.94082
C -3.96511 -3.73359 3.47961
N 1.94160 5.11080 -5.58026
C 1.89855 -0.44825 0.01003
H 0.59863 -0.64737 -3.58610
C 0.04452 2.47555 0.96027
H 0.70137 -3.07572 -5.35669
H -2.21779 -3.11832 4.84831
H 2.83723 -0.61136 -5.78934
C -2.14565 -0.57804 0.30499
C -2.51426 0.68148 6.28678
H 3.41087 -5.05911 -3.24246
H 4.54008 5.39678 -7.74705
H 2.41082 -6.57321 -2.80135
H -2.04237 -1.61582 7.58854
C 1.23440 2.09734 -6.48837
H -1.12460 -1.34661 3.03215
H 1.84695 -6.06746 -0.45012
H 0.36896 -4.90223 -0.17556
H 1.63897 4.63784 3.14467
C -1.82048 -2.77279 -1.65506
O -0.17148 2.62104 -0.27642
H -5.58350 -4.05960 1.85493
O 3.88700 -1.93915 -2.97533
H -0.27450 -1.89391 -6.38041
C 0.42467 -0.14716 0.47013
H -2.82697 -2.07989 10.51072
C -4.04013 -2.47548 1.04463
H -2.25514 0.44494 0.82532
H 1.86656 -5.37631 -4.17825
C -2.28428 -1.77581 -4.95126
C 1.64020 4.39433 -4.33622
H -0.28616 -0.02791 7.30749
F 4.77658 0.17304 0.02580
C -4.84989 -2.35292 -0.33407
H -1.90855 -3.17720 9.48067
H 3.98102 5.54432 -5.40453
C -2.14518 -2.12375 9.65437
C -3.61769 0.50359 7.34059
C 3.47610 5.42564 -7.49680
C -2.79444 -1.56969 8.38398
H 1.11560 1.02042 2.35075
H -2.54211 -2.03004 -2.13464
H 0.08964 2.72642 3.84855
C 0.83592 -2.39302 -1.61282
H -3.96348 1.49816 7.63807
C 2.47951 -1.17259 -4.86312
H -2.57542 0.33539 9.06369
H 0.58862 4.59591 -4.11093
C -0.48380 1.02636 7.51728
H 2.12929 -4.28541 0.05719
C 3.48480 -2.01555 -1.63003
H 3.64255 3.91228 -6.00803
H 2.87722 2.57605 -4.53499
H -0.55150 4.44104 3.70161
C 1.56600 3.98412 2.19329
H 4.34668 -0.23018 -4.10109
C 3.31874 4.95787 -6.04829
C 3.41214 -0.72799 -3.63281
H -5.95496 -2.58505 -0.10099
C -0.53230 3.41684 3.17047
H 0.44293 1.58527 7.36613
C 1.63402 5.04979 -8.96664
H -2.84916 -0.51668 -0.60890
C 1.84728 2.87261 -4.30781
H -4.47338 -0.00308 6.87646
O -0.90102 -1.47475 9.92518
H -1.50776 -3.53770 -2.44208
O 0.92325 2.13422 -5.10266
H 0.77676 2.94706 -6.99510
O 4.31431 -2.50626 -0.80965
H -4.48173 -4.46443 4.19755
H 0.65019 0.02687 -5.31943
O -1.12467 -2.47178 -4.51570
H 1.77489 6.06803 -9.33856
H 1.66745 2.54720 -3.27666
H -2.09705 -0.26738 5.93194
H -3.63350 -2.21100 8.09700
H -2.86907 -2.10824 -5.88384
O -1.47670 1.57217 6.66130
H -0.77324 1.16593 8.55923
N 1.00612 -3.44982 -2.60897
H -4.81524 -1.31487 -0.80265
H 1.35146 4.41006 -9.80498
S 3.29907 0.51126 0.72481
H 2.22888 4.84751 -3.52883
O 3.01993 1.97106 0.42501
H -4.45315 -3.18269 -1.03538
O 2.82818 4.52977 -8.40352
H -1.46253 0.34674 10.75719
O 3.46920 0.27235 2.21155
C 0.05619 -2.11831 -5.30453
H 2.67758 -2.30226 -5.02553
H -1.57266 3.01608 2.93145
C -2.07289 -1.92173 2.76334
C 0.91137 -0.89362 -4.65381
H 3.13837 6.45944 -7.62835
H 2.15974 4.52355 1.38449
H 0.78973 1.19431 -6.91608
H 2.31129 2.06936 -6.67342
C 0.26245 1.01165 1.59177
N 0.14289 3.68476 1.83848
C 1.44409 -4.98992 -0.55472
C 1.53016 -4.55359 -2.09450
*
```

Output
E_LUMO = -4.67 eV
calculated total energy = -84999.475 eV

=====

Which value of E_LUMO does entry 1 give? -4.18 eV